ORCA calculation (the ωB97M-V functional and the def2-TZVPD basis) on a molecular structure, C5H9FN3P.

CARTESIAN COORDINATES (ANGSTROEM)
P 0.2012 -0.9344 -1.4168
F -0.6529 2.7392 1.5155
N -3.0336 -0.3956 1.3325
N -2.0960 1.2857 2.3760
N -2.6789 0.5705 3.3443
C 0.4309 0.6784 -2.3239
C -0.4826 2.3500 3.8577
C -3.2614 -0.3823 2.6796
C -2.2924 0.6490 1.1985
C -1.0476 2.1553 2.6766
H -3.9311 -1.0893 3.1353
H 0.2244 3.0645 4.0654
H 0.0597 1.6132 -1.9429
H -1.1961 -0.9409 -1.4952
H -1.9028 0.9279 0.2520
H -0.1286 0.7214 -3.2276
H 1.4283 0.8078 -2.5213
H -0.6709 1.6942 4.7445
H 0.6445 -1.8168 -2.5355

As for the HOMO-LUMO gap: 9.93 eV. The energy above the lowest of the compared OMol25 structures with the same formula, charge and spin is 26.26 kcal per mole. For the LUMO energy, the calculation gives 0.720 eV.

These are the natural (NBO) partial charges, in e, on atoms 1 to 8: atom 1 (P): 0.2664, atom 2 (F): -0.3207, atom 3 (N): -0.4593, atom 4 (N): -0.2447, atom 5 (N): -0.2656, atom 6 (C): -0.9072, atom 7 (C): -0.5079, atom 8 (C): 0.1482

---

ORCA calculation (the ωB97M-V functional and the def2-TZVPD basis) on a molecular structure, C4H17NO3PV.

CARTESIAN COORDINATES (ANGSTROEM)
V 1.2241 1.1179 0.1079
P -0.3872 -0.3453 0.0149
O -1.2540 -0.1829 -1.3777
O -1.5241 -0.7775 1.1497
O 0.0824 -1.9027 -0.2951
N 1.5217 1.7850 -1.9288
C -0.1569 -2.9072 0.6503
C -2.5505 0.0681 -1.9663
C 3.2634 0.8355 1.0231
C -2.2827 0.2629 1.7948
H 0.2956 -2.6730 1.6064
H 0.3318 -3.7768 0.2106
H -3.0823 -0.8793 -2.1111
H -1.2232 -3.0998 0.7744
H 2.6199 1.7568 1.0500
H 1.0403 0.4444 1.4991
H -1.7550 1.2361 1.7948
H 0.8388 2.5347 -2.0533
H 1.3285 1.1374 -2.7050
H 4.2473 1.0676 0.5877
H -2.3601 0.5094 -2.9644
H 3.4166 0.5357 2.0664
H 2.4456 2.1762 -2.1372
H -3.1910 0.7559 -1.4029
H 2.8263 -0.0550 0.4966
H -2.4689 -0.0223 2.8434
H -3.2464 0.3981 1.2715

As for the expectation value of S²: 0.80. The net charge is +1. As for the HOMO-LUMO gap (alpha / beta): 8.20 / 7.59 eV. The energy above the lowest of the compared OMol25 structures with the same formula, charge and spin is 0.00 kcal per mole. Its spin multiplicity is 2. For the LUMO energy (alpha / beta), the calculation gives -3.899 / -3.995 eV.

These are the natural (NBO) partial charges, in e, on atoms 1 to 8: atom 1 (V): 0.5998, atom 2 (P): 1.8312, atom 3 (O): -0.8702, atom 4 (O): -0.8078, atom 5 (O): -0.8075, atom 6 (N): -1.1212, atom 7 (C): -0.2476, atom 8 (C): -0.2332

---

Electronic energy, record by record: -21805.074, -47023.641 eV